The following is a quantum chemistry calculation of C29H50P2Rh as an isolated structure, from OMol25.

Computed properties:
energy above the lowest of the compared OMol25 structures with the same formula, charge and spin: 0.847 eV
E: -52456.025 eV
E_LUMO (alpha / beta): -0.1105 / -0.1800 hartree
E_HOMO (alpha / beta): -8.8 / -10.7 eV

The geometry in ORCA input format:
```
! wB97M-V def2-TZVPD RIJCOSX def2/J DEFGRID3
* xyz 1 5
Rh 1.295 -1.154 0.190
C -1.365 -1.586 1.866
C -1.016 -2.603 0.947
C 0.874 -2.092 2.232
C -0.223 -1.248 2.630
C 0.400 -2.927 1.136
C -2.723 -1.027 2.154
H -3.498 -1.358 1.448
H -2.691 0.072 2.128
H -3.076 -1.286 3.166
C -0.096 -0.225 3.677
H -1.074 0.099 4.050
H 0.465 0.635 3.279
H 0.482 -0.635 4.513
C 2.124 -2.325 3.005
H 2.103 -1.813 3.976
H 2.976 -1.942 2.427
H 2.300 -3.402 3.186
C 1.129 -4.133 0.673
H 1.245 -4.846 1.496
H 2.128 -3.851 0.330
H 0.581 -4.624 -0.133
C -1.888 -3.254 -0.055
H -1.610 -4.310 -0.191
H -1.767 -2.766 -1.038
H -2.946 -3.186 0.235
C -3.344 2.272 0.397
C -4.594 1.801 0.291
C -5.169 0.928 -0.789
C -4.994 1.506 -2.229
C -3.666 1.175 -2.777
C -2.839 0.249 -2.251
C -2.231 0.382 -0.874
C -2.176 1.862 -0.422
H -6.251 0.869 -0.588
H -5.125 2.596 -2.209
H -4.809 -0.119 -0.746
H -2.111 2.511 -1.312
H -3.119 3.062 1.125
H -5.329 2.067 1.066
H -1.243 2.014 0.161
H -2.713 -0.288 -0.149
H -2.569 -0.674 -2.822
H -1.165 0.013 -0.869
H -5.798 1.089 -2.860
H -3.398 1.721 -3.704
P 0.038 0.288 -2.685
C -0.217 2.070 -3.098
C -0.281 -0.414 -4.386
P 2.299 -1.179 -1.619
C 1.821 0.404 -2.425
C 1.601 -2.550 -2.618
C 4.061 -1.285 -1.938
H 0.211 2.666 -2.285
H -1.268 2.362 -3.218
H 0.338 2.280 -4.021
H 0.395 0.029 -5.126
H -1.321 -0.218 -4.681
H -0.148 -1.499 -4.409
H 4.245 -0.930 -2.964
H 4.353 -2.339 -1.826
H 4.567 -0.653 -1.203
H 1.968 1.195 -1.655
H 2.334 0.682 -3.364
H 2.060 -3.488 -2.275
H 1.885 -2.378 -3.663
H 0.506 -2.650 -2.530
C 3.146 3.781 1.577
C 3.171 2.418 2.273
C 4.618 2.064 2.613
C 2.374 2.488 3.574
C 2.582 1.345 1.423
C 2.240 0.392 0.711
H 3.579 4.534 2.244
H 2.124 4.095 1.346
H 3.757 3.764 0.668
H 5.029 2.786 3.328
H 4.672 1.066 3.056
H 5.231 2.090 1.710
H 1.347 2.812 3.382
H 2.359 1.511 4.071
H 2.838 3.213 4.251
*
```

Here are the Löwdin charges for atoms 1 to 8, given in e: atom 1 (Rh): 0.84, atom 2 (C): -0.16, atom 3 (C): -0.18, atom 4 (C): -0.30, atom 5 (C): -0.19, atom 6 (C): -0.35, atom 7 (C): -0.02, atom 8 (H): 0.08

The following is a quantum chemistry calculation of a 6-piece molecular cluster, C25H44O20PS overall, from OMol25.

Computed properties:
energy above the lowest of the compared OMol25 structures with the same formula, charge and spin: 0.000 eV
E: -87713.178 eV
E_LUMO: 0.0587 hartree
E_HOMO: -4.0 eV

The geometry in ORCA input format:
```
! wB97M-V def2-TZVPD RIJCOSX def2/J DEFGRID3
* xyz -1 1
O 7.246 4.813 8.719
S 7.588 4.309 7.453
O 6.978 4.950 6.365
O 9.165 4.481 7.216
C 7.389 2.535 7.508
C 6.951 1.819 6.238
C 5.488 1.457 6.188
P 4.306 2.741 5.379
O 2.847 1.819 5.796
C 2.115 2.713 6.566
C 3.100 3.185 7.616
O 4.251 3.563 6.933
H 9.217 4.786 6.301
H 6.738 2.304 8.316
H 8.359 2.176 7.793
H 7.282 2.316 5.348
H 7.487 0.884 6.251
H 5.148 1.144 7.161
H 5.429 0.573 5.575
H 3.503 3.779 4.760
H 4.347 1.983 4.165
H 5.447 3.453 4.850
H 1.777 3.585 6.016
H 1.214 2.268 6.957
H 2.704 3.942 8.272
H 3.308 2.304 8.221
C 2.097 0.065 -0.226
C 2.512 -0.207 1.198
C 3.358 0.863 1.842
O 4.086 0.117 2.818
C 4.196 -1.148 2.372
O 4.887 -1.986 2.848
O 3.396 -1.344 1.282
H 1.661 -0.821 -0.673
H 1.367 0.872 -0.267
H 2.958 0.343 -0.837
H 1.632 -0.427 1.810
H 2.779 1.646 2.325
H 4.071 1.316 1.149
C -4.234 1.389 -1.797
C -2.792 1.227 -1.386
C -1.807 2.078 -2.149
O -0.598 1.281 -2.060
C -0.973 -0.002 -1.936
O -0.245 -0.939 -2.026
O -2.304 -0.098 -1.709
H -4.848 0.610 -1.344
H -4.612 2.360 -1.479
H -4.351 1.305 -2.882
H -2.689 1.369 -0.307
H -1.657 3.063 -1.713
H -2.077 2.162 -3.200
C -5.419 -1.024 -7.490
C -5.203 -0.442 -6.118
C -6.164 0.652 -5.726
O -5.367 1.399 -4.779
C -4.075 1.217 -5.115
O -3.160 1.804 -4.635
O -3.939 0.252 -6.037
H -4.586 -1.665 -7.769
H -6.333 -1.614 -7.515
H -5.486 -0.235 -8.241
H -5.193 -1.232 -5.372
H -7.071 0.283 -5.258
H -6.426 1.312 -6.555
C 0.109 -3.250 -4.932
C -1.178 -2.844 -5.601
C -2.260 -2.370 -4.665
O -3.455 -2.683 -5.411
C -3.165 -3.732 -6.220
O -3.972 -4.343 -6.836
O -1.834 -3.973 -6.227
H 0.763 -3.754 -5.642
H 0.625 -2.377 -4.536
H -0.079 -3.946 -4.115
H -0.983 -2.104 -6.381
H -2.208 -1.305 -4.451
H -2.285 -2.926 -3.727
C -2.847 -4.417 -1.554
C -3.960 -3.565 -1.004
C -5.013 -4.308 -0.220
O -6.165 -3.465 -0.401
C -6.010 -2.813 -1.581
O -6.854 -2.176 -2.113
O -4.757 -2.993 -2.063
H -2.242 -3.844 -2.255
H -2.205 -4.774 -0.750
H -3.246 -5.277 -2.095
H -3.545 -2.739 -0.421
H -4.774 -4.412 0.834
H -5.237 -5.292 -0.640
*
```

Here are the Löwdin charges for atoms 1 to 8, given in e: atom 1 (O): -0.27, atom 2 (S): 0.54, atom 3 (O): -0.27, atom 4 (O): -0.17, atom 5 (C): -0.22, atom 6 (C): -0.28, atom 7 (C): -0.29, atom 8 (P): 0.51

The following is a quantum chemistry calculation of C22H35BN11ORuS as an isolated structure, from OMol25.

Computed properties:
E: -55909.263 eV
E_LUMO (alpha / beta): -0.1408 / -0.1409 hartree
E_HOMO (alpha / beta): -9.7 / -9.5 eV

The geometry in ORCA input format:
```
! wB97M-V def2-TZVPD RIJCOSX def2/J DEFGRID3
* xyz 1 1
Ru -0.516 0.651 -0.276
C 1.272 4.496 -0.640
C 1.075 3.227 -1.176
N 0.010 2.665 -0.617
N -0.490 3.536 0.264
C 0.247 4.655 0.268
B -1.677 3.203 1.188
N -2.748 2.500 0.336
C -4.046 2.794 0.206
C -4.632 1.823 -0.582
C -3.597 0.950 -0.900
N -2.464 1.372 -0.337
N -1.193 2.156 2.208
C -1.718 1.829 3.401
C -1.030 0.736 3.888
C -0.087 0.446 2.902
N -0.199 1.310 1.901
N -2.181 4.446 1.860
C -1.783 4.970 3.049
C -2.390 6.191 3.197
C -3.147 6.346 2.026
N -3.008 5.303 1.239
H 2.046 5.195 -0.873
H 1.632 2.727 -1.946
H 0.001 5.486 0.897
H -4.453 3.676 0.661
H -5.657 1.758 -0.878
H -3.635 0.067 -1.512
H -2.541 2.378 3.812
H -1.186 0.218 4.811
H 0.673 -0.311 2.883
H -1.099 4.452 3.688
H -2.320 6.869 4.021
H -3.770 7.168 1.737
C -1.419 -1.228 0.114
H -2.111 -1.071 0.952
H -1.900 -1.783 -0.698
C -0.430 -7.133 0.990
C -0.844 -6.045 0.006
N -0.425 -4.748 0.496
C -0.196 -3.672 -0.341
S 0.000 -2.148 0.678
N 0.548 -3.868 -1.460
C 1.776 -4.667 -1.522
C 2.935 -3.836 -2.054
H -0.802 -8.096 0.651
H -0.842 -6.934 1.976
H 0.653 -7.181 1.075
H -1.936 -6.074 -0.120
H -0.383 -6.216 -0.966
H -0.875 -4.483 1.362
H 0.552 -3.077 -2.089
H 1.618 -5.528 -2.181
H 1.993 -5.030 -0.516
H 2.763 -3.588 -3.099
H 3.861 -4.398 -1.988
H 3.047 -2.921 -1.475
C 4.207 0.127 -0.483
N 3.499 -0.097 -1.730
C 4.234 -0.314 -2.955
C 2.169 -0.031 -1.686
C 1.377 -0.185 -2.958
O 1.600 0.163 -0.598
H 5.275 0.040 -0.642
H 3.892 -0.603 0.264
H 3.972 1.120 -0.097
H 5.287 -0.441 -2.718
H 4.130 0.536 -3.634
H 3.890 -1.215 -3.465
H 1.690 0.534 -3.716
H 0.315 -0.008 -2.702
H 1.491 -1.187 -3.374
*
```

Here are the Löwdin charges for atoms 1 to 8, given in e: atom 1 (Ru): 1.03, atom 2 (C): -0.04, atom 3 (C): -0.13, atom 4 (N): -0.08, atom 5 (N): 0.02, atom 6 (C): -0.04, atom 7 (B): -0.68, atom 8 (N): 0.03

- E of number 3 (C22H35BN11ORuS)?
  -55909.263 eV

- The highest E belongs to which entry?
  C29H50P2Rh